C3H8O3 | ωB97M-V/def2-TZVPD

structure (SMILES): CCOC=O.O
LUMO level: 0.66 eV
2S+1: 1
E: -344.80202 hartree
HOMO energy: -10.4 eV

Each line ends with the natural charge from an NBO analysis.
Cartesian coordinates (Å):
O1 4.21839 1.27208 0.26434  -0.57
O2 2.02475 1.26528 0.77885  -0.49
C1 3.02442 1.52757 -0.05476  0.64
C2 0.00000 0.00000 0.00000  -0.64
C3 0.66789 1.39358 0.33574  -0.07
H1 2.68181 2.08608 -0.94827  0.10
H2 0.17528 -0.60772 0.90364  0.22
H3 0.46548 -0.50798 -0.86133  0.22
H4 -1.08709 0.06465 -0.17509  0.22
H5 0.68885 2.04948 -0.55578  0.17
H6 0.17731 1.95420 1.15457  0.21
O3 0.31425 2.08169 4.15253  -0.94
H7 0.48960 1.13557 4.35837  0.47
H8 -0.08481 2.44474 4.97545  0.47

Atomic forces in eV per Å
O -4.516 0.988 -1.617
O 0.036 -0.854 0.172
C 3.909 -0.449 1.661
C 0.795 0.717 0.939
C -0.587 0.173 -0.848
H 0.442 -0.341 -0.062
H -0.221 -0.047 -0.459
H -0.060 0.390 0.352
H 0.509 0.260 0.113
H -0.266 -0.236 0.273
H -0.037 -0.600 -0.471
O -0.290 -0.602 1.000
H -0.153 1.027 -0.182
H 0.439 -0.425 -0.872

---

C53H71N7O18 | ωB97M-V/def2-TZVPD

LUMO level: 0.51 eV
2S+1: 1
E: -3799.69022 hartree
HOMO energy: -9.1 eV

Each line ends with the Mulliken charge.
Cartesian coordinates (Å):
C1 17.36569 15.91920 19.45902  -0.34
O1 17.27093 14.73132 20.20532  -0.33
C2 16.46833 14.69129 21.22620  0.85
O2 15.70138 15.54869 21.60290  -0.58
O3 16.61771 13.52813 21.80738  -0.36
C3 16.03496 13.33026 23.11978  -0.55
H1 18.18706 15.70086 18.77325  0.12
H2 17.67020 16.74817 20.07031  0.40
H3 16.41245 16.14462 18.94322  0.04
H4 16.29721 12.31238 23.38768  0.23
H5 14.94380 13.55644 23.08244  0.12
H6 16.43876 14.00205 23.82909  0.36
C4 13.84610 17.67851 20.95637  -0.46
O4 15.10851 18.42064 20.83899  -0.39
C5 15.36712 18.95856 19.60882  0.40
O5 14.66860 18.81822 18.64185  -0.16
O6 16.53652 19.56135 19.54573  -0.19
C6 17.14886 20.08124 20.79536  -0.76
H7 13.77982 16.88353 20.16710  0.00
H8 13.05552 18.36687 20.78071  0.59
H9 13.83925 17.21017 21.95679  0.25
H10 16.38429 20.64722 21.38325  0.29
H11 17.98710 20.63915 20.42258  0.28
H12 17.55640 19.26595 21.41180  0.28
C7 13.33283 19.44799 15.95662  -0.36
O7 12.90401 19.58853 14.60614  -0.05
C8 11.83640 20.37772 14.49903  0.75
O8 11.27795 20.96464 15.44453  -0.64
O9 11.53182 20.45082 13.18861  -0.29
C9 10.31462 21.13141 12.87876  -0.91
H13 13.06416 20.32532 16.53997  0.49
H14 14.37495 19.23090 16.06506  0.10
H15 12.81693 18.56330 16.38867  -0.15
H16 9.97931 21.65722 13.76866  0.44
H17 9.60130 20.38665 12.45873  0.24
H18 10.57978 21.85966 12.15758  0.33
C10 15.94927 16.92422 13.70204  -0.50
O10 14.66281 16.80156 12.94972  0.16
C11 14.38560 17.86359 12.10489  0.66
O11 15.07319 18.82515 11.86713  -0.64
O12 13.21085 17.58988 11.61534  -0.20
C12 12.40391 18.51515 10.83599  -0.68
H19 16.09233 16.00086 14.29169  -0.13
H20 15.88864 17.75301 14.44330  0.15
H21 16.85506 16.99623 13.14159  0.56
H22 12.03561 17.90341 10.08140  0.34
H23 13.00146 19.40157 10.56980  0.36
H24 11.59605 18.89495 11.44555  0.08
C13 8.42116 17.34578 21.18964  -0.15
O13 9.22847 16.23955 21.77456  -0.40
C14 10.47850 16.52847 21.87085  0.93
O14 10.89417 17.62718 21.57568  -0.61
O15 11.32404 15.54535 22.26973  -0.25
C15 10.85690 14.20932 22.46350  -0.39
H25 8.88143 17.53268 20.17167  -0.18
H26 8.48179 18.27605 21.83436  0.31
H27 7.40491 16.97955 21.12160  0.26
H28 9.95636 14.17093 23.14415  0.31
H29 11.71294 13.59762 22.71286  0.17
H30 10.52958 13.86922 21.44500  0.04
C16 9.64358 18.07586 14.75445  -0.82
O16 8.91395 17.43528 15.75780  -0.40
C17 9.31567 17.49536 16.99882  0.78
O17 8.69277 16.94252 17.87285  -0.58
O18 10.43610 18.19188 17.18320  -0.18
C18 11.14390 17.79824 18.36583  -0.35
H31 9.67990 19.10018 14.89442  0.56
H32 9.18359 17.89527 13.80463  0.30
H33 10.67777 17.73567 14.67058  0.20
H34 11.96993 18.44141 18.61584  0.03
H35 11.63580 16.79138 18.23675  0.20
H36 10.51580 17.92642 19.18930  0.29
N1 13.01865 11.78409 19.99192  -0.36
C19 13.57773 10.65540 19.53829  -0.72
C20 14.64597 10.63800 18.67256  -0.34
C21 15.23944 11.83139 18.27839  0.22
C22 14.75400 12.99437 18.85758  -0.09
C23 13.70208 12.90996 19.72403  -0.48
H37 13.10552 9.71288 19.87574  0.32
H38 14.92595 9.67634 18.34350  0.45
H39 16.07901 11.79964 17.60701  0.20
H40 15.19122 13.97262 18.68410  0.40
H41 13.28967 13.83413 20.20278  0.40
N2 12.70827 11.59689 9.59189  -0.57
C24 11.97485 12.55687 10.15415  -0.50
C25 12.51753 13.57651 10.89113  -0.45
C26 13.89296 13.51285 11.16597  0.01
C27 14.66912 12.51423 10.57598  -0.47
C28 13.98862 11.57257 9.80614  -0.43
H42 10.94085 12.48781 9.77577  0.35
H43 11.95326 14.36791 11.27665  0.72
H44 14.47849 14.25469 11.71108  0.51
H45 15.71440 12.48143 10.74871  0.51
H46 14.59987 10.78947 9.30527  0.33
N3 10.06439 12.14978 15.93982  -0.15
C29 9.19792 13.10985 15.89008  -0.69
C30 8.87845 13.93511 16.96016  -0.45
C31 9.36933 13.57241 18.18650  -0.14
C32 10.24399 12.49014 18.29716  -0.86
C33 10.62450 11.86884 17.12890  0.16
H47 8.73417 13.33949 14.91531  0.35
H48 8.34297 14.86136 16.85816  0.62
H49 9.11268 14.16022 19.02063  0.56
H50 10.66420 12.09881 19.27060  0.34
H51 11.38466 11.12084 17.20248  0.16
N4 12.47255 15.54198 15.79748  0.85
C34 13.68560 15.23292 16.15510  -0.85
C35 14.43128 14.19558 15.55217  -0.17
C36 13.80753 13.53280 14.55741  -1.11
C37 12.48306 13.76470 14.17949  -0.68
C38 11.88805 14.81865 14.80989  -1.08
H52 14.06035 15.84939 16.99495  0.49
H53 15.46580 13.99735 15.77440  0.57
H54 14.32177 12.74624 14.04874  0.52
H55 12.00516 13.14594 13.42993  1.03
H56 10.79094 15.00217 14.61302  0.08
N5 14.62911 9.74621 14.59745  -0.12
C39 14.61652 9.24164 13.38919  -0.17
C40 13.47122 9.11272 12.55232  -0.73
C41 12.26942 9.56196 13.07261  -0.32
C42 12.21723 10.02017 14.40292  -0.29
C43 13.41384 10.16377 15.09657  0.48
H57 15.59414 8.75058 13.09295  0.28
H58 13.53477 8.74265 11.55702  0.49
H59 11.33606 9.51454 12.44277  0.35
H60 11.30325 10.34623 14.86674  0.41
H61 13.34967 10.45368 16.14374  -0.33
N6 18.68034 16.96611 16.04218  -0.01
C44 17.91515 17.94562 16.44283  -0.72
C45 18.28840 19.28194 16.51737  -0.90
C46 19.61852 19.57684 16.33164  -0.41
C47 20.43192 18.59138 15.80227  -0.55
C48 19.92883 17.30623 15.69823  -0.32
H62 16.89082 17.68604 16.65372  1.18
H63 17.56721 20.00319 16.94229  0.41
H64 19.94686 20.61338 16.51450  0.37
H65 21.46695 18.83229 15.56984  0.39
H66 20.62328 16.53424 15.42100  0.39
N7 17.55603 13.10028 14.81564  -0.44
C49 17.32439 11.80275 14.86078  0.09
C50 17.93252 10.90347 15.71647  -0.41
C51 18.65286 11.45094 16.74424  -0.40
C52 18.91690 12.77996 16.70268  -0.30
C53 18.38592 13.54987 15.71796  0.02
H67 16.53572 11.55507 14.12428  0.18
H68 17.40217 9.90877 15.72320  0.28
H69 18.93005 10.72687 17.53199  0.34
H70 19.51021 13.30348 17.45386  0.43
H71 18.61974 14.60750 15.73134  0.46

Atomic forces in eV per Å
C -0.033 0.097 -0.920
O 0.773 -0.532 -0.613
C -1.287 0.592 1.226
O 0.308 0.130 -0.295
O 0.390 -1.357 1.022
C -1.201 0.078 -1.322
H -0.397 0.253 -0.294
H -0.106 0.453 0.442
H 0.525 -0.041 0.148
H -0.328 -0.036 -0.062
H 0.713 -0.594 -0.030
H 0.725 0.818 0.629
C 0.940 -0.795 -0.594
O 0.017 0.353 -0.956
C -0.766 -1.581 1.356
O -0.162 0.025 -0.252
O 0.883 0.965 1.109
C -0.956 -0.949 -0.209
H 0.274 0.647 0.749
H -0.707 0.440 0.235
H 0.001 0.518 -0.686
H 0.861 -0.297 -0.632
H 0.072 0.648 0.036
H -0.426 0.097 -0.256
C -0.863 -1.129 1.420
O -0.225 0.510 -0.071
C -0.340 1.129 1.588
O 0.946 -1.332 -2.717
O -0.097 -0.222 0.950
C -0.185 -0.628 0.310
H 0.140 -0.069 -0.058
H 0.685 0.151 -0.659
H 0.170 0.611 -0.251
H -0.436 -0.246 -0.012
H 0.314 0.674 0.452
H 0.026 0.658 -0.955
C -1.383 -0.266 1.288
O 2.036 1.217 0.014
C 0.873 -0.222 0.981
O -0.103 -0.546 0.334
O -1.778 -0.333 -0.358
C 1.745 1.050 1.824
H -0.637 0.250 -0.415
H -0.101 -0.364 -0.804
H 0.162 0.448 -1.083
H -0.546 -0.537 -1.759
H -0.115 -0.604 -0.429
H -0.138 -0.249 0.333
C 1.337 0.566 -0.320
O -2.427 -0.533 0.026
C 1.978 0.922 -0.348
O 0.734 -0.297 0.400
O -0.356 0.866 0.274
C -1.836 0.001 -1.580
H -1.018 -0.082 1.278
H 0.040 -1.278 -0.727
H 0.045 -0.188 0.007
H 1.296 -0.112 -0.458
H -0.011 0.078 0.552
H 0.032 -0.082 0.926
C 1.273 -0.957 -1.024
O -0.835 -0.364 -0.582
C 0.154 -0.251 1.231
O 0.021 0.001 0.068
O 0.575 -0.141 -0.323
C 1.449 -0.805 -0.450
H -0.112 2.126 0.532
H -0.602 -0.384 -0.361
H -0.003 -0.301 0.292
H 0.307 0.806 -0.831
H -1.085 0.724 0.138
H -1.003 -0.566 1.248
N 1.046 -0.039 0.584
C -1.205 0.096 0.412
C -0.130 0.535 0.145
C -0.197 -0.466 0.404
C 0.875 0.228 -0.318
C -2.002 0.636 0.678
H 0.236 0.591 -0.359
H 0.757 -0.779 -0.612
H 0.112 0.249 -0.243
H 0.068 -0.201 -0.162
H 0.408 -0.778 -0.503
N -0.774 -0.703 -0.212
C -0.684 -0.246 -1.440
C 1.455 -0.694 0.343
C 0.926 -0.052 -0.753
C -1.856 0.301 0.412
C 2.257 -0.477 -0.218
H 0.285 0.510 0.855
H -0.882 1.004 0.469
H -0.791 0.150 0.168
H 0.790 -0.137 -0.005
H -0.672 0.383 0.290
N 1.252 -1.545 0.201
C -1.167 1.673 -0.951
C 0.222 -0.211 0.032
C 0.584 -0.513 -0.069
C 0.271 -0.336 1.066
C -0.696 0.392 0.078
H 0.308 -0.283 0.335
H -0.436 -0.039 -0.157
H -0.253 0.594 1.066
H -0.525 0.819 -1.197
H 0.337 -0.561 -0.386
N -1.461 -0.025 -0.824
C 1.132 -0.059 0.693
C -0.234 1.567 0.780
C -0.468 -1.362 -1.137
C 0.819 0.316 0.362
C -1.861 0.249 0.513
H 0.174 -0.428 -0.499
H 0.079 -0.019 0.264
H 0.432 -0.454 -0.260
H -0.067 0.172 0.183
H 1.360 0.238 0.212
N -1.605 0.769 1.200
C 0.674 -1.517 -1.284
C 0.409 0.978 1.541
C -0.956 -0.196 -0.402
C 0.951 0.295 -0.564
C 0.244 -1.230 -0.552
H -1.136 0.878 -0.018
H 0.166 -0.309 -0.526
H 1.084 0.045 0.817
H -0.263 0.054 -0.031
H 0.485 0.290 -0.227
N 1.188 -0.596 -0.348
C -1.255 0.813 -0.340
C -0.484 0.057 1.476
C -0.331 1.274 -0.594
C 0.461 0.204 0.424
C 0.311 0.295 0.275
H -0.318 -0.100 0.255
H 0.508 -0.405 -0.468
H 0.113 -0.687 -0.220
H -0.162 -0.311 -0.027
H -0.093 -0.493 -0.327
N -0.290 0.298 -0.593
C -1.152 -0.102 -1.925
C -2.871 -0.878 -0.344
C 0.436 -2.548 0.798
C 1.304 0.889 1.617
C 0.539 1.514 0.127
H 0.648 -0.707 0.600
H 1.335 0.795 0.103
H 0.276 0.952 -0.182
H -0.083 -0.400 -0.024
H -0.173 0.145 -0.201

---

C5H6N2O2 | ωB97M-V/def2-TZVPD

structure (SMILES): COc1cc(=O)cn[nH]1
LUMO level: 0.60 eV
2S+1: 1
E: -454.07577 hartree
HOMO energy: -8.9 eV

Each line ends with the natural charge from an NBO analysis.
Cartesian coordinates (Å):
C1 0.98697 2.32309 0.11175  -0.26
C2 0.17840 0.15151 -0.48324  0.53
C3 -0.35952 -0.05551 0.75063  -0.47
C4 -0.90526 -1.33840 1.05074  0.43
C5 -0.88995 -2.28643 -0.12342  -0.03
H1 1.41255 3.19712 -0.43949  0.21
H2 1.65263 1.96077 0.89216  0.20
H3 0.02235 2.63388 0.48269  0.20
H4 -0.28973 0.64999 1.59129  0.24
H5 -1.33571 -3.29238 0.04238  0.21
H6 0.39163 -0.60768 -2.41136  0.41
N1 -0.43574 -2.03767 -1.28708  -0.19
N2 0.07116 -0.80095 -1.45903  -0.39
O1 0.84906 1.24274 -0.86513  -0.49
O2 -1.34885 -1.74008 2.14711  -0.60

Atomic forces in eV per Å
C 0.464 -0.057 -1.259
C -0.157 -0.091 0.179
C 0.148 0.234 0.957
C -0.779 -1.679 0.645
C -0.785 -0.749 1.254
H -0.133 -1.001 0.404
H -0.062 0.286 0.152
H -0.306 -0.146 0.257
H 0.053 -0.265 -0.717
H 0.460 0.831 -0.139
H -0.087 -0.004 0.797
N -0.024 0.403 -0.102
N 0.678 0.756 -0.774
O -0.147 0.603 -0.086
O 0.677 0.882 -1.568